DFT (wB97M-V/def2-TZVPD) results for C33H37FeN6O2 as an isolated structure.

Each line ends with the Löwdin charge.
Geometry (Å):
Fe  0.1239  -0.3901  0.1229  0.800
C  -2.1281  2.9018  0.7551  -0.084
C  -2.7784  1.6517  0.2390  -0.376
C  -3.8078  2.1228  -0.8517  -0.091
C  -3.3853  0.6101  1.1913  -0.101
C  -4.7574  0.6091  1.5252  -0.047
C  -5.2786  -0.4265  2.2821  -0.126
C  -4.5543  -1.4790  2.6541  -0.052
C  -3.1912  -1.5752  2.2865  -0.119
C  -2.4396  -2.8759  2.5842  -0.347
C  -3.1749  -4.1171  1.9742  -0.088
C  -2.3206  -3.2133  4.1042  -0.084
C  -2.5621  -0.4738  1.6754  -0.186
N  -1.1762  -0.3597  1.7259  0.002
C  -0.6651  -0.0440  2.9532  -0.423
O  -1.2546  -0.0388  4.0673  0.017
C  0.7991  0.1893  2.8846  -0.159
C  1.6889  0.3620  3.9491  -0.013
C  2.9647  0.7953  3.7648  -0.055
C  3.3677  1.1033  2.4373  0.042
C  2.4620  0.7433  1.3880  -0.190
N  1.3627  0.1047  1.6916  0.072
C  2.6851  1.1167  -0.0116  -0.452
O  3.7112  1.8179  -0.3109  -0.009
N  1.6256  0.7541  -0.7900  0.001
C  1.8821  0.7566  -2.2051  -0.141
C  1.2905  1.7926  -3.0183  -0.125
C  1.4180  1.7093  -4.4177  -0.054
C  2.3371  0.8448  -5.0300  -0.086
C  3.0450  -0.0121  -4.1951  -0.060
C  2.7897  -0.1480  -2.8379  -0.139
C  3.4770  -1.2216  -2.0152  -0.374
C  4.9547  -0.8748  -1.8265  -0.079
C  3.3932  -2.6758  -2.4857  -0.071
C  0.5466  3.0038  -2.4604  -0.368
C  1.5660  4.1179  -2.0237  -0.055
C  -0.4330  3.7049  -3.4095  -0.103
H  -2.0685  3.5617  -0.1018  0.054
H  -1.1611  2.7124  1.2086  0.069
H  -2.7928  3.4436  1.4781  0.102
H  -1.9901  1.1191  -0.4207  0.116
H  -4.2025  3.2103  -0.8048  0.100
H  -4.7157  1.5443  -1.0207  0.057
H  -3.1877  2.0095  -1.7792  0.075
H  -5.4283  1.4183  1.1857  0.112
H  -6.3057  -0.3241  2.5548  0.092
H  -4.9946  -2.2728  3.2537  0.113
H  -1.3741  -2.9249  2.2690  0.122
H  -4.1107  -4.3621  2.5464  0.073
H  -2.5242  -5.0052  1.9036  0.069
H  -3.4926  -3.8604  0.9119  0.090
H  -3.2727  -3.5586  4.5973  0.078
H  -1.9920  -2.2894  4.6062  0.061
H  -1.6056  -4.0247  4.2922  0.074
H  1.2435  0.2397  4.9533  0.129
H  3.6925  0.7842  4.5994  0.116
H  4.3404  1.5558  2.1473  0.122
H  0.7584  2.3618  -5.0049  0.094
H  2.5404  0.8563  -6.1240  0.105
H  3.7538  -0.7163  -4.6740  0.118
H  2.9847  -1.1181  -1.0388  0.109
H  5.6050  -1.2329  -2.6769  0.086
H  5.3498  -1.3173  -0.9204  0.067
H  5.1671  0.2300  -1.7210  0.088
H  4.0308  -2.8388  -3.3156  0.045
H  2.4088  -3.0538  -2.7902  0.078
H  3.7891  -3.3545  -1.7046  0.089
H  0.0062  2.6258  -1.5553  0.114
H  1.9624  4.6867  -2.8682  0.068
H  2.3563  3.7442  -1.3762  0.055
H  0.9651  4.9320  -1.4477  0.100
H  0.1146  4.3046  -4.1012  0.059
H  -1.1604  4.2966  -2.7822  0.091
H  -0.9976  2.9352  -3.9345  0.071
N  0.0891  -2.2105  -0.3909  0.057
C  0.3544  -3.3595  -0.3879  -0.313
N  0.4703  -4.6449  -0.4047  0.068
C  0.8124  -5.1950  0.7471  -0.429
N  0.9982  -5.7949  1.7253  0.078

## Properties
DFT total energy: -82246.73430 eV
Charge: -1
Gap between HOMO and LUMO (alpha / beta): 7.70 / 7.68 eV
Lowest unoccupied orbital energy (alpha / beta): 2.2 / 2.0 eV
HOMO (alpha / beta): -5.51 / -5.69 eV
Relative energy (zero: lowest compared OMol25 entry of this formula, charge and spin): 0.1767 eV
<S²>: 6.0135
Spin multiplicity: 5

***

DFT (wB97M-V/def2-TZVPD) results for a 2-piece molecular cluster, C33H37N4O overall.

Each line ends with the Löwdin charge.
Geometry (Å):
C  -1.5821  4.3720  2.1800  0.002
N  -1.3641  2.9571  2.3678  -0.040
C  -2.3928  2.0772  2.5529  -0.362
O  -3.5806  2.3779  2.6409  0.106
C  -1.7753  0.6803  2.6530  -0.153
C  -2.2680  -0.2590  1.5498  -0.082
C  -3.7430  -0.5571  1.6950  -0.242
C  -4.6258  -0.2776  0.6476  -0.036
C  -6.0011  -0.4296  0.8396  -0.063
C  -6.4893  -0.9088  2.0624  -0.071
C  -5.5973  -1.2383  3.0914  -0.065
C  -4.2221  -1.0749  2.9015  -0.047
N  -0.3365  0.9580  2.5747  0.065
C  0.5512  -0.0523  2.6466  0.035
C  1.9238  0.1118  2.5046  -0.049
C  2.8929  -0.8853  2.5181  0.065
C  4.3019  -0.5917  2.4254  -0.179
C  5.2718  -1.6289  2.5063  0.012
C  6.6277  -1.3708  2.3490  0.001
C  7.0837  -0.0658  2.0998  -0.203
C  8.4816  0.1866  1.8921  -0.151
N  9.6226  0.3867  1.7162  0.188
C  6.1554  0.9836  2.0481  -0.004
C  4.8012  0.7365  2.2321  0.011
C  -0.0277  2.3804  2.3306  -0.459
C  0.5969  2.6317  0.9499  0.016
C  0.8350  3.0361  3.4203  0.016
H  -2.6508  4.5818  2.2512  0.105
H  -1.0429  4.9397  2.9473  0.097
H  -1.2088  4.6917  1.1985  0.099
H  -2.0196  0.2561  3.6466  0.167
H  -2.0677  0.2113  0.5724  0.134
H  -1.6846  -1.1929  1.5996  0.117
H  -4.2167  0.0935  -0.2962  0.116
H  -6.6865  -0.1690  0.0309  0.110
H  -7.5637  -1.0219  2.2161  0.108
H  -5.9627  -1.6179  4.0469  0.108
H  -3.5107  -1.3170  3.6963  0.110
H  0.1107  -1.0389  2.8208  0.142
H  2.2611  1.1339  2.3494  0.060
H  2.5890  -1.9332  2.5480  0.098
H  4.9283  -2.6499  2.6870  0.111
H  7.3559  -2.1819  2.4063  0.133
H  6.5071  1.9999  1.8577  0.133
H  4.1192  1.5899  2.2081  0.109
H  -0.1200  2.3641  0.1601  0.107
H  0.8437  3.6989  0.8644  0.096
H  1.5107  2.0479  0.8146  0.077
H  0.2703  3.0853  4.3618  0.111
H  1.7601  2.4815  3.5888  0.074
H  1.0874  4.0560  3.0986  0.097
C  3.0038  -3.2487  8.1746  -0.080
C  4.0932  -3.2638  7.2943  -0.074
C  3.9014  -3.5978  5.9508  -0.038
C  2.6249  -3.9451  5.5013  -0.203
C  2.4112  -4.4051  4.0782  -0.307
C  1.9134  -5.8687  3.9348  -0.108
C  0.7690  -5.8315  2.9099  -0.154
C  0.3812  -4.3546  2.7682  -0.209
N  1.4732  -3.5636  3.3401  -0.053
C  1.5309  -3.9147  6.3726  -0.046
C  1.7188  -3.5612  7.7112  -0.072
H  3.1548  -2.9948  9.2242  0.107
H  5.0987  -3.0299  7.6487  0.108
H  4.7288  -3.6099  5.2341  0.105
H  3.3711  -4.3408  3.5473  0.116
H  2.7422  -6.5130  3.6206  0.118
H  1.5353  -6.2247  4.9008  0.113
H  1.0918  -6.2466  1.9498  0.110
H  -0.0833  -6.4093  3.2757  0.110
H  0.2025  -4.0804  1.7219  0.104
H  -0.5551  -4.1624  3.3171  0.108
H  1.1371  -2.7589  3.8595  0.088
H  0.5343  -4.1738  6.0019  0.119
H  0.8598  -3.5487  8.3841  0.107

## Properties
DFT total energy: -42822.74503 eV
Charge: +1
Gap between HOMO and LUMO: 6.09 eV
Lowest unoccupied orbital energy: -5.1 eV
HOMO: -11.21 eV
Relative energy (zero: lowest compared OMol25 entry of this formula, charge and spin): 1.0825 eV

***

DFT (wB97M-V/def2-TZVPD) results for C33H38BN9O2PtS3 as an isolated structure.

Each line ends with the Löwdin charge.
Geometry (Å):
Pt  1.2902  -0.7565  0.2115  1.321
C  -1.6407  -3.2107  -1.4619  0.014
C  -1.2630  -2.2917  -0.4965  -0.080
N  0.0747  -2.2631  -0.4255  -0.113
N  0.5681  -3.1050  -1.3542  0.044
C  -0.4511  -3.7010  -1.9814  0.013
B  2.1178  -3.3177  -1.5264  -0.630
N  2.6472  -2.0173  -2.1673  0.058
C  3.2333  -1.7216  -3.3321  0.013
C  3.3419  -0.3413  -3.4414  0.018
C  2.7809  0.1554  -2.2848  -0.124
N  2.4133  -0.8679  -1.4953  -0.111
N  2.6718  -3.3656  -0.0655  0.045
C  3.3535  -4.3754  0.4906  -0.008
C  3.3590  -4.2178  1.8610  0.026
C  2.6577  -3.0458  2.0717  -0.139
N  2.2878  -2.4929  0.9114  -0.103
N  2.3647  -4.5593  -2.3005  -0.023
C  2.1510  -5.8628  -1.9394  -0.086
C  2.2534  -6.6324  -3.0620  -0.021
C  2.5087  -5.7097  -4.0990  -0.106
N  2.5591  -4.4754  -3.6485  0.070
H  -2.6398  -3.5055  -1.7298  0.123
H  -1.8577  -1.7013  0.1810  0.125
H  -0.2581  -4.4441  -2.7392  0.148
H  3.5071  -2.5233  -3.9964  0.124
H  3.7654  0.2144  -4.2593  0.126
H  2.6021  1.1802  -2.0039  0.096
H  3.7681  -5.1546  -0.1252  0.141
H  3.7816  -4.8754  2.5999  0.130
H  2.3763  -2.6298  3.0161  0.084
H  1.9148  -6.1468  -0.9271  0.127
H  2.1411  -7.6999  -3.1354  0.114
H  2.6533  -5.9042  -5.1496  0.122
C  3.8097  -0.6036  3.4712  -0.499
C  2.3286  -0.4460  3.8611  -0.392
S  0.8383  -0.4431  2.7089  0.935
C  0.5418  1.3453  2.7537  -0.468
C  1.7678  2.0691  2.2438  -0.431
S  2.1710  1.4998  0.5566  0.963
C  3.9766  1.7489  0.5328  -0.433
C  4.8087  0.6810  1.2139  -0.478
S  4.7999  0.8392  3.0295  0.959
H  3.9573  -1.3150  2.6718  0.035
H  4.2912  -1.0329  4.3523  0.100
H  2.1780  0.4831  4.4103  0.088
H  2.0563  -1.2539  4.5412  0.086
H  0.3141  1.6467  3.7769  0.115
H  -0.3324  1.5020  2.1341  0.048
H  2.6490  1.8882  2.8540  0.015
H  1.5997  3.1453  2.1748  0.117
H  4.0902  2.7127  1.0354  0.101
H  4.2535  1.8969  -0.5105  0.086
H  5.8400  0.7691  0.8719  0.097
H  4.4597  -0.3167  0.9427  0.064
C  -6.2922  4.1813  3.4224  -0.016
C  -5.5031  4.3291  2.1562  -0.198
C  -5.4954  5.5581  1.4830  0.052
C  -4.8084  5.7475  0.2752  -0.013
C  -4.1181  4.7110  -0.2784  0.011
C  -4.1058  3.4483  0.3803  -0.136
N  -3.3734  2.4217  -0.1158  0.178
C  -2.9399  2.2262  -1.4322  -0.141
C  -3.7070  2.6924  -2.4988  0.010
C  -3.3062  2.4573  -3.8030  -0.011
C  -2.1459  1.7437  -4.0641  -0.019
C  -1.3904  1.2560  -3.0105  0.013
C  -1.7695  1.4763  -1.6885  -0.051
C  -0.9556  0.8910  -0.5973  -0.523
O  0.2051  0.4112  -1.0026  -0.267
O  -1.3021  0.8018  0.5757  -0.008
C  -4.8148  3.2536  1.6110  -0.119
C  -4.9112  1.9106  2.2689  -0.002
H  -6.6498  5.1458  3.7741  0.093
H  -5.6986  3.7294  4.2175  0.093
H  -7.1627  3.5404  3.2643  0.107
H  -6.0356  6.3903  1.9168  0.137
H  -4.8100  6.7198  -0.1973  0.131
H  -3.5267  4.8543  -1.1705  0.124
H  -3.0274  1.7262  0.5393  0.119
H  -4.6443  3.1957  -2.3091  0.130
H  -3.9189  2.8183  -4.6180  0.131
H  -1.8430  1.5492  -5.0832  0.126
H  -0.4914  0.6906  -3.2088  0.121
H  -4.3470  1.1219  1.7765  0.073
H  -5.9540  1.5850  2.2850  0.112
H  -4.5889  1.9656  3.3098  0.100

## Properties
DFT total energy: -88749.50674 eV
Charge: +3
Gap between HOMO and LUMO (alpha / beta): 5.79 / 5.92 eV
Lowest unoccupied orbital energy (alpha / beta): -9.9 / -9.9 eV
HOMO (alpha / beta): -15.70 / -15.83 eV
Relative energy (zero: lowest compared OMol25 entry of this formula, charge and spin): 0.8995 eV
<S²>: 0.7825
Spin multiplicity: 2

***

| no. | maximum force (eV/Å) |
| --- | --- |
| 1 | 3.93 |
| 2 | 2.76 |
| 3 | 1.46 |